Entry 1:
{"formula": "C5H9NO", "method": "wB97M-V/def2-TZVPD", "orbital_gap_ha": 0.381, "total_energy_ev": -8866.43058, "total_charge": 0, "de_lowest_kcal_mol": 64.2, "homo_ev": -9.33, "symbols": ["C", "C", "O", "C", "N", "C", "C", "H", "H", "H", "H", "H", "H", "H", "H", "H"], "xyz": [[-1.30602, 0.70376, -1.01245], [-0.12243, -0.15034, -0.63899], [0.06679, -1.08117, -1.68965], [1.23494, 0.44322, -0.19812], [1.29972, -0.47941, 0.98137], [0.22081, -0.00714, 1.84180], [-0.14425, -0.86128, 0.70547], [-1.52667, 1.42380, -0.21875], [-2.16916, 0.04342, -1.14333], [-1.12878, 1.23405, -1.95289], [0.65776, -1.77212, -1.35918], [1.26833, 1.49121, 0.12032], [2.02598, 0.27397, -0.93228], [-0.03648, 1.05075, 1.82510], [0.23580, -0.46366, 2.82813], [-0.57632, -1.84906, 0.84344]], "forces_ev_per_angstrom": [[-0.029, 0.037, 0.001], [-0.166, 0.270, 0.151], [0.014, -0.275, 0.034], [0.134, 0.282, -0.110], [0.171, -0.229, 0.106], [-0.123, 0.232, 0.196], [-0.097, -0.193, -0.033], [0.030, -0.049, -0.159], [0.043, 0.159, -0.014], [-0.014, -0.035, 0.133], [-0.035, 0.092, -0.171], [-0.113, -0.082, -0.147], [-0.091, -0.127, 0.156], [0.087, -0.088, 0.045], [-0.108, 0.055, -0.164], [0.295, -0.049, -0.025]], "nbo_charge": [-0.62, 0.23, -0.71, -0.26, -0.37, -0.27, -0.13, 0.21, 0.22, 0.22, 0.47, 0.19, 0.21, 0.19, 0.22, 0.21]}

Entry 2:
{"formula": "C4H7P", "method": "wB97M-V/def2-TZVPD", "orbital_gap_ha": 0.390, "total_energy_ev": -13547.54167, "total_charge": 0, "de_lowest_kcal_mol": 39.9, "homo_ev": -9.47, "symbols": ["C", "C", "C", "C", "P", "H", "H", "H", "H", "H", "H", "H"], "xyz": [[0.72576, -0.60611, 2.07085], [0.71486, -0.31317, 0.78476], [-0.44540, 0.99818, -1.22436], [-0.47278, -0.19888, -0.34494], [-0.06817, -0.56145, -2.09563], [1.71446, -0.61521, 2.65847], [-0.16835, -0.81098, 2.51247], [1.65779, 0.00402, 0.32750], [-1.37404, 1.62589, -1.30839], [0.51976, 1.62142, -1.10508], [-1.36463, -0.20618, 0.18540], [-1.43924, -0.93753, -2.46105]], "forces_ev_per_angstrom": [[2.884, 0.462, -0.616], [-0.302, 0.940, -3.127], [1.462, 2.350, 0.087], [3.176, 0.399, 3.101], [-1.445, -0.665, -0.189], [-1.859, 0.073, -0.946], [-2.177, -0.809, 1.704], [-0.009, -0.283, 0.037], [1.087, -0.899, -0.106], [-1.704, -0.787, -0.358], [-2.004, -1.102, 0.279], [0.891, 0.322, 0.135]], "nbo_charge": [-0.42, -0.15, -0.67, -0.51, 0.49, 0.21, 0.19, 0.17, 0.25, 0.23, 0.23, -0.03]}